## i
A structure of composition C47H99InN5O7, computed with ωB97M-V with the def2-TZVPD basis set.

```
159
C47H99InN5O7, DFT ωB97M-V with the def2-TZVPD basis set
In 1.10 -0.51 4.57
O 2.04 -0.34 1.78
C 1.05 -0.63 0.78
C -0.53 -0.46 1.06
O -1.19 -0.49 2.36
H 1.23 -1.65 0.45
H 1.21 -0.09 -0.15
H -1.05 -1.11 0.36
H -0.78 0.48 0.57
C -2.92 1.81 -1.30
C -2.95 3.37 -1.10
C -3.11 3.94 -2.52
C -3.73 5.31 -2.49
C -5.17 5.27 -1.98
C -5.00 4.90 -0.46
N -4.09 3.71 -0.25
O -4.06 3.33 1.08
C -4.52 6.03 0.39
C -6.44 4.59 -0.06
C -1.59 3.61 -0.56
H -3.82 1.60 -1.87
H -3.09 1.29 -0.36
H -2.03 1.25 -1.62
H -2.19 4.03 -3.11
H -3.68 3.35 -3.24
H -3.80 5.82 -3.45
H -3.15 6.14 -2.09
H -5.65 4.47 -2.53
H -5.68 6.19 -2.28
H -4.71 5.79 1.44
H -3.44 6.10 0.30
H -5.11 6.88 0.06
H -6.90 3.76 -0.59
H -6.44 4.26 0.98
H -7.11 5.43 -0.23
H -0.88 3.06 -1.18
H -1.53 3.15 0.42
H -1.47 4.68 -0.37
H -3.62 4.08 1.50
C 2.68 -2.43 -6.74
C 1.84 -1.57 -5.71
C 2.32 -1.81 -4.24
C 1.80 -0.91 -3.15
C 2.27 0.54 -3.56
C 1.76 0.98 -4.96
N 2.01 -0.10 -5.99
O 1.54 0.26 -7.27
C 0.25 1.36 -5.01
C 2.67 2.20 -5.25
C 0.34 -2.05 -5.88
H 3.68 -2.02 -6.61
H 2.31 -2.23 -7.75
H 2.64 -3.51 -6.58
H 1.96 -2.81 -3.99
H 3.39 -1.87 -4.03
H 2.28 -1.16 -2.20
H 0.72 -0.97 -3.02
H 3.36 0.50 -3.62
H 2.08 1.30 -2.80
H -0.27 1.37 -5.97
H -0.35 0.69 -4.40
H 0.25 2.36 -4.56
H 2.42 2.50 -6.27
H 2.44 3.09 -4.66
H 3.75 2.10 -5.26
H -0.33 -1.58 -5.15
H 0.23 -3.13 -5.92
H 0.01 -1.64 -6.83
H 2.23 -0.08 -7.84
C 5.00 0.71 -0.10
C 5.53 1.49 1.10
C 6.54 2.47 0.35
C 5.96 3.74 -0.16
C 4.97 4.42 0.88
C 3.98 3.57 1.60
N 4.57 2.24 1.98
O 3.74 1.44 2.78
C 3.44 4.41 2.82
C 2.77 3.17 0.68
C 6.33 0.59 2.00
H 4.20 0.13 0.36
H 5.77 0.05 -0.50
H 4.74 1.34 -0.95
H 7.31 2.88 0.99
H 7.13 1.99 -0.43
H 5.42 3.59 -1.10
H 6.75 4.49 -0.31
H 4.46 5.30 0.47
H 5.63 4.81 1.65
H 2.50 4.03 3.22
H 4.13 4.40 3.66
H 3.41 5.48 2.63
H 3.00 2.65 -0.25
H 2.06 2.57 1.24
H 2.36 4.11 0.29
H 5.57 -0.17 2.17
H 6.71 0.96 2.95
H 7.15 0.15 1.44
H 3.22 1.06 2.07
C -6.33 -3.52 2.99
C -5.08 -2.52 2.98
C -4.08 -3.10 1.90
C -4.42 -2.93 0.39
C -4.80 -1.40 0.09
C -5.83 -0.84 1.13
N -5.41 -1.14 2.51
O -6.02 -0.39 3.50
C -5.76 0.69 0.88
C -7.16 -1.40 0.67
C -4.31 -2.57 4.27
H -7.16 -2.85 3.22
H -6.43 -4.01 2.02
H -6.41 -4.13 3.90
H -3.14 -2.55 1.94
H -3.76 -4.10 2.21
H -3.57 -3.40 -0.10
H -5.25 -3.50 -0.03
H -5.14 -1.40 -0.95
H -3.86 -0.86 -0.05
H -6.14 1.38 1.63
H -6.22 0.91 -0.09
H -4.74 1.02 0.71
H -7.64 -0.64 0.06
H -7.87 -1.76 1.42
H -6.90 -2.32 0.15
H -3.27 -2.26 4.17
H -4.80 -1.90 4.98
H -4.13 -3.57 4.68
H -6.88 -0.76 3.70
C 0.10 -3.99 3.39
C 1.41 -4.64 2.96
C 1.46 -4.97 1.44
C 2.78 -5.16 0.85
C 3.73 -4.05 1.19
C 3.82 -3.74 2.79
N 2.43 -3.62 3.40
O 2.50 -3.32 4.73
C 4.59 -4.93 3.42
C 4.77 -2.60 2.96
C 1.50 -6.04 3.77
H -0.67 -4.76 3.36
H -0.10 -3.23 2.63
H 0.10 -3.68 4.43
H 0.79 -5.80 1.21
H 0.99 -4.15 0.88
H 2.78 -5.20 -0.24
H 3.21 -6.06 1.29
H 3.56 -3.15 0.59
H 4.65 -4.47 0.82
H 4.59 -4.90 4.51
H 4.19 -5.92 3.22
H 5.61 -4.95 3.04
H 4.74 -2.34 4.02
H 5.68 -3.04 2.56
H 4.35 -1.73 2.45
H 2.05 -6.04 4.72
H 2.05 -6.80 3.22
H 0.52 -6.49 3.93
H 2.52 -4.25 4.97
```

Values from the calculation:
LUMO (alpha / beta) (eV): -0.08 / -1.47
Highest occupied orbital energy (alpha / beta) (eV): -7.12 / -7.11
Multiplicity: 2
HOMO-LUMO gap (alpha / beta) (eV): 7.04 / 5.64

Mulliken atomic charge list, values in e, 8 entries: 1.063, -1.332, 0.256, -0.073, -0.504, -0.243, -0.071, 0.252

=====

## ii
A structure of composition C47H99InN5O7, computed with ωB97M-V with the def2-TZVPD basis set.

```
159
C47H99InN5O7, DFT ωB97M-V with the def2-TZVPD basis set
In -2.49 1.01 -5.14
O -1.15 0.73 -2.48
C -0.05 0.39 -1.58
C -0.26 -0.19 -0.08
O -1.52 -0.16 0.60
H 0.63 1.23 -1.54
H 0.71 -0.29 -1.95
H 0.47 0.31 0.56
H 0.12 -1.21 0.02
C -0.03 6.02 1.05
C -0.19 4.51 0.62
C 1.21 3.76 0.78
C 1.60 3.38 2.18
C 0.45 2.59 2.88
C -0.86 3.37 2.82
N -1.12 3.71 1.38
O -2.42 4.30 1.24
C -1.95 2.35 3.32
C -0.75 4.48 3.87
C -0.39 4.35 -0.91
H 0.83 6.13 1.71
H -0.90 6.39 1.58
H 0.15 6.75 0.27
H 1.26 2.84 0.20
H 1.93 4.44 0.33
H 1.78 4.25 2.81
H 2.42 2.67 2.21
H 0.81 2.47 3.90
H 0.41 1.63 2.36
H -1.53 1.76 4.13
H -2.93 2.75 3.58
H -2.16 1.61 2.55
H 0.00 5.23 3.64
H -1.73 4.96 3.91
H -0.40 4.09 4.82
H 0.33 5.02 -1.37
H -1.34 4.65 -1.34
H -0.20 3.31 -1.19
H -2.41 5.20 1.58
C -0.75 -3.97 2.62
C -2.10 -3.86 3.43
C -1.87 -4.81 4.72
C -1.08 -4.02 5.86
C -1.75 -2.71 6.24
C -1.94 -1.76 5.02
N -2.53 -2.51 3.86
O -2.90 -1.76 2.78
C -2.87 -0.71 5.55
C -0.55 -1.14 4.69
C -3.23 -4.54 2.59
H -0.96 -4.51 1.70
H 0.05 -4.56 3.06
H -0.32 -2.98 2.43
H -2.89 -4.93 5.09
H -1.43 -5.81 4.63
H -0.09 -3.74 5.50
H -1.06 -4.59 6.79
H -1.24 -2.15 7.03
H -2.73 -3.02 6.61
H -2.29 0.02 6.12
H -3.28 -0.23 4.66
H -3.77 -0.81 6.15
H 0.23 -1.86 4.48
H -0.53 -0.57 3.76
H -0.01 -0.68 5.51
H -3.09 -5.60 2.35
H -3.35 -3.98 1.66
H -4.14 -4.42 3.17
H -2.02 -1.57 2.45
C -2.19 -3.57 -1.42
C -1.70 -3.95 -2.82
C -1.35 -5.53 -2.85
C -2.62 -6.42 -2.92
C -3.44 -5.99 -4.13
C -3.84 -4.46 -4.16
N -2.66 -3.59 -3.92
O -2.92 -2.25 -4.03
C -4.38 -4.21 -5.59
C -5.03 -4.30 -3.13
C -0.39 -3.17 -3.09
H -1.38 -3.42 -0.71
H -2.73 -4.44 -1.05
H -2.76 -2.64 -1.38
H -0.70 -5.75 -3.70
H -0.83 -5.84 -1.94
H -3.24 -6.31 -2.03
H -2.35 -7.47 -2.96
H -4.36 -6.56 -4.18
H -2.84 -6.18 -5.02
H -4.79 -3.21 -5.68
H -3.62 -4.20 -6.37
H -5.20 -4.87 -5.86
H -4.58 -4.03 -2.18
H -5.75 -3.50 -3.32
H -5.49 -5.26 -2.87
H -0.34 -2.17 -3.52
H 0.21 -3.80 -3.76
H 0.22 -2.98 -2.21
H -3.36 -2.09 -3.19
C 1.65 3.44 -3.58
C 1.39 4.71 -4.59
C 2.80 4.92 -5.12
C 2.76 5.96 -6.27
C 1.95 5.46 -7.49
C 0.52 5.01 -7.04
N 0.53 4.29 -5.70
O -0.75 3.73 -5.42
C -0.44 6.27 -6.90
C -0.07 4.03 -8.14
C 0.89 6.04 -3.78
H 2.03 3.78 -2.62
H 0.65 3.15 -3.25
H 2.12 2.58 -4.04
H 3.49 5.29 -4.36
H 3.22 3.97 -5.45
H 2.44 6.92 -5.86
H 3.79 6.18 -6.56
H 2.42 4.72 -8.13
H 1.86 6.37 -8.10
H -1.08 6.32 -7.78
H 0.11 7.21 -6.89
H -1.06 6.29 -6.01
H 0.41 3.05 -8.18
H 0.16 4.52 -9.09
H -1.10 3.67 -8.11
H 0.81 6.88 -4.46
H -0.11 5.91 -3.38
H 1.56 6.33 -2.97
H -1.20 4.40 -4.90
C 5.17 0.50 2.38
C 4.18 -0.49 3.11
C 3.18 -0.84 2.05
C 2.31 -2.08 2.22
C 3.17 -3.30 2.62
C 4.23 -3.00 3.77
N 4.93 -1.68 3.50
O 5.78 -1.34 4.56
C 3.32 -2.97 5.05
C 5.20 -4.25 3.69
C 3.43 0.24 4.24
H 4.62 1.25 1.81
H 5.77 -0.01 1.63
H 5.87 1.07 2.99
H 2.47 -0.01 1.98
H 3.69 -0.88 1.09
H 1.86 -2.30 1.25
H 1.47 -1.75 2.84
H 3.70 -3.70 1.76
H 2.51 -4.07 3.02
H 2.40 -2.42 4.85
H 3.03 -3.94 5.43
H 3.92 -2.47 5.81
H 4.53 -5.11 3.71
H 5.77 -4.33 2.76
H 5.96 -4.21 4.47
H 3.75 -0.16 5.20
H 2.35 0.13 4.18
H 3.63 1.31 4.32
H 6.63 -1.39 4.11
```

Values from the calculation:
LUMO (alpha / beta) (eV): -0.77 / -0.77
Highest occupied orbital energy (alpha / beta) (eV): -7.00 / -6.98
Multiplicity: 2
HOMO-LUMO gap (alpha / beta) (eV): 6.23 / 6.21

Mulliken atomic charge list, values in e, 8 entries: 0.950, -0.858, -0.658, 2.123, -0.458, 0.039, 0.302, -0.869

=====

Stability order, top to bottom: ii, i

=====

## i
A cluster of 2 separate species, C7H17NO2 in total, computed with ωB97M-V with the def2-TZVPD basis set.

```
27
C7H17NO2, DFT ωB97M-V with the def2-TZVPD basis set
C 1.38 1.72 0.43
C 0.42 0.59 0.13
C 1.05 -1.09 -0.28
C 2.03 -1.02 -1.44
C 1.67 -1.69 0.97
O -0.09 -1.75 -0.68
H 2.21 1.41 1.05
H 1.77 2.15 -0.48
H 0.84 2.50 0.99
H 0.05 0.19 1.07
H 0.01 0.70 -0.87
H 2.33 -2.03 -1.72
H 1.56 -0.55 -2.30
H 2.92 -0.46 -1.16
H 1.96 -2.72 0.76
H 2.55 -1.13 1.27
H 0.95 -1.71 1.79
H -0.87 -1.51 -0.08
C -2.58 1.47 -0.74
C -2.14 0.87 0.58
N -2.36 -0.56 0.63
O -2.08 1.51 1.61
H -3.66 1.62 -0.72
H -2.10 2.44 -0.86
H -2.32 0.83 -1.58
H -3.09 -0.91 0.03
H -2.41 -0.90 1.58
```

Values from the calculation:
LUMO (eV): 0.69
Highest occupied orbital energy (eV): -8.56
SMILES: CCC(C)(C)O.CC(N)=O
HOMO-LUMO gap (eV): 9.25

natural (NBO) atomic charge list, values in e, 8 entries: -0.635, -0.481, 0.332, -0.642, -0.654, -0.774, 0.204, 0.203

=====

## ii
A cluster of 3 separate species, C7H17NO2 in total, computed with ωB97M-V with the def2-TZVPD basis set.

```
27
C7H17NO2, DFT ωB97M-V with the def2-TZVPD basis set
C -3.09 -1.58 0.23
C -2.81 -0.38 -0.26
C -1.53 0.18 -0.71
N -1.63 1.42 -1.42
C -0.36 -0.38 -0.42
C 1.00 0.24 -0.48
C 2.19 -0.62 -0.84
C 1.98 -1.32 -2.20
H -4.07 -1.78 0.63
H -2.31 -2.34 0.24
H -3.66 0.30 -0.40
H -1.69 2.23 -0.81
H -0.98 1.50 -2.18
H -0.32 -1.29 0.18
H 1.15 0.75 0.48
H 1.01 1.14 -1.12
H 3.08 0.01 -0.87
H 2.46 -1.35 -0.07
H 0.93 -1.60 -2.31
H 2.53 -2.27 -2.22
H 2.35 -0.67 -2.99
O -1.23 1.31 3.30
H -0.35 1.17 2.93
H -1.33 2.26 3.41
O 1.84 0.94 2.52
H 2.59 0.35 2.69
H 2.26 1.79 2.71
```

Values from the calculation:
LUMO (eV): 0.34
Highest occupied orbital energy (eV): -7.96
SMILES: C=C/C(N)=C/CCC.O.O
HOMO-LUMO gap (eV): 8.30

natural (NBO) atomic charge list, values in e, 8 entries: -0.382, -0.208, 0.115, -0.867, -0.193, -0.463, -0.390, -0.615

=====

Stability order, top to bottom: i, ii

=====

## i
A cluster of 2 separate species, C7H17NO2 in total, computed with ωB97M-V with the def2-TZVPD basis set.

```
27
C7H17NO2, DFT ωB97M-V with the def2-TZVPD basis set
C 3.02 -1.50 0.42
C 1.58 -1.07 0.72
C 1.14 0.08 -0.18
N -0.22 0.55 0.05
C -0.46 1.66 0.96
O -1.54 2.02 1.42
C -1.31 -0.38 -0.32
C -1.97 -1.05 0.89
C -2.33 0.27 -1.24
H 3.72 -0.66 0.57
H 3.32 -2.32 1.09
H 3.12 -1.85 -0.61
H 0.91 -1.93 0.58
H 1.49 -0.75 1.77
H 1.82 0.93 -0.05
H 1.22 -0.22 -1.24
H 0.50 2.02 1.38
H -0.81 -1.17 -0.90
H -2.59 -0.33 1.45
H -2.62 -1.86 0.54
H -1.22 -1.47 1.57
H -1.84 0.69 -2.13
H -3.06 -0.48 -1.58
H -2.86 1.09 -0.73
O 0.08 2.95 -1.55
H -0.12 1.93 -1.45
H 1.04 2.84 -1.43
```

Values from the calculation:
LUMO (eV): 0.67
Highest occupied orbital energy (eV): -9.41
SMILES: CCCN(C=O)C(C)C.O
HOMO-LUMO gap (eV): 10.08

natural (NBO) atomic charge list, values in e, 8 entries: -0.608, -0.415, -0.208, -0.511, 0.562, -0.584, -0.036, -0.626

=====

## ii
A cluster of 2 separate species, C7H17NO2 in total, computed with ωB97M-V with the def2-TZVPD basis set.

```
27
C7H17NO2, DFT ωB97M-V with the def2-TZVPD basis set
C 0.94 3.12 2.08
N 0.75 1.90 1.32
C -0.22 1.80 0.38
C -0.30 0.47 -0.33
O -0.97 2.74 0.13
H 1.78 2.98 2.78
H 0.03 3.38 2.65
H 1.18 3.96 1.41
H 1.36 1.09 1.50
H -0.51 -0.35 0.39
H -1.12 0.50 -1.07
H 0.64 0.24 -0.86
C 4.19 1.88 0.97
C 3.44 1.07 -0.08
C 2.97 -0.27 0.45
O 2.04 -0.05 1.50
C 1.58 -1.26 2.05
H 3.54 2.08 1.84
H 4.52 2.85 0.55
H 5.08 1.33 1.32
H 2.56 1.63 -0.44
H 4.09 0.88 -0.95
H 2.49 -0.86 -0.35
H 3.83 -0.86 0.83
H 1.07 -1.88 1.29
H 2.41 -1.85 2.48
H 0.87 -1.02 2.85
```

Values from the calculation:
LUMO (eV): 0.68
Highest occupied orbital energy (eV): -8.78
SMILES: CNC(C)=O.CCCOC
HOMO-LUMO gap (eV): 9.46

natural (NBO) atomic charge list, values in e, 8 entries: -0.414, -0.661, 0.660, -0.708, -0.647, 0.188, 0.203, 0.200

=====

Stability order, top to bottom: i, ii

=====

## i
An isolated molecule of C2H2ClN3O, computed with ωB97M-V with the def2-TZVPD basis set.

```
9
C2H2ClN3O, DFT ωB97M-V with the def2-TZVPD basis set
C -0.11 1.33 -0.73
C 1.43 -0.04 0.12
N 1.22 0.96 -0.52
N -1.01 0.50 -0.35
N -0.50 -0.51 0.36
O -1.36 -1.40 0.92
Cl 2.47 -0.92 1.02
H -0.37 2.22 -1.17
H -1.77 -2.13 0.35
```

Values from the calculation:
LUMO (eV): 0.33
Highest occupied orbital energy (eV): -8.34
HOMO-LUMO gap (eV): 8.68

natural (NBO) atomic charge list, values in e, 8 entries: 0.054, 0.306, -0.411, -0.194, -0.060, -0.544, 0.181, 0.197

=====

## ii
A cluster of 2 separate species, C2H2ClN3O in total, computed with ωB97M-V with the def2-TZVPD basis set.

```
9
C2H2ClN3O, DFT ωB97M-V with the def2-TZVPD basis set
N -0.39 -2.09 -2.02
C 0.74 -2.09 -1.67
N 1.71 -2.54 -1.12
Cl 3.29 -2.21 -1.53
H -1.15 -1.48 -1.97
N 1.04 0.17 2.25
C 1.69 0.30 1.22
O 2.13 0.56 0.17
H 1.32 -0.40 3.04
```

Values from the calculation:
LUMO (eV): 0.46
Highest occupied orbital energy (eV): -9.67
SMILES: N=C=NCl.N=C=O
HOMO-LUMO gap (eV): 10.12

natural (NBO) atomic charge list, values in e, 8 entries: -0.657, 0.634, -0.554, 0.166, 0.412, -0.779, 0.864, -0.505

=====

Stability order, top to bottom: ii, i

=====

## i
A cluster of 5 separate species, H10O4S in total, computed with ωB97M-V with the def2-TZVPD basis set.

```
15
H10O4S, DFT ωB97M-V with the def2-TZVPD basis set
O 0.01 2.10 0.91
H 0.58 2.87 0.95
H 0.49 1.26 0.98
O 1.84 0.20 -1.58
H 2.55 0.48 -0.99
H 1.68 0.95 -2.17
O -1.33 -2.85 0.27
H -0.66 -3.45 -0.06
H -0.94 -2.39 1.02
O 1.54 -0.24 1.23
H 1.71 -1.17 1.43
H 1.40 -0.24 0.26
S -3.45 1.03 -1.09
H -2.70 -0.06 -1.09
H -2.73 1.52 -0.06
```

Values from the calculation:
LUMO (eV): 0.16
Highest occupied orbital energy (eV): -9.23
SMILES: O.O.O.O.S
HOMO-LUMO gap (eV): 9.39

natural (NBO) atomic charge list, values in e, 8 entries: -0.974, 0.472, 0.491, -0.953, 0.475, 0.490, -0.938, 0.469

=====

## ii
A cluster of 5 separate species, H10O4S in total, computed with ωB97M-V with the def2-TZVPD basis set.

```
15
H10O4S, DFT ωB97M-V with the def2-TZVPD basis set
O 0.14 3.76 1.57
H 0.81 3.86 0.87
H 0.26 2.81 1.84
O 2.55 -2.54 0.14
H 2.31 -2.02 0.88
H 2.94 -3.32 0.53
O -1.67 -2.05 0.29
H -1.27 -2.60 0.92
H -1.71 -2.59 -0.52
O -1.04 0.53 1.72
H -0.56 -0.32 1.52
H -1.30 0.80 0.83
S 0.00 0.27 -2.02
H -1.12 0.10 -2.68
H -0.26 1.51 -1.50
```

Values from the calculation:
LUMO (eV): 0.24
Highest occupied orbital energy (eV): -9.91
SMILES: O.O.O.O.S
HOMO-LUMO gap (eV): 10.15

natural (NBO) atomic charge list, values in e, 8 entries: -0.944, 0.460, 0.482, -0.929, 0.464, 0.466, -0.939, 0.464

=====

Stability order, top to bottom: i, ii